Molecular formula: C23H23N3O2S
Method: DFT, ωB97M-V with the def2-TZVPD basis set

```
! RIJCOSX wB97M-V def2-TZVPD def2/J DEFGRID3
* xyz 0 1
C 3.9346 5.0285 0.6869
C 2.9715 3.9558 0.2734
C 1.7017 4.2800 -0.1706
C 0.8637 3.2394 -0.5344
N -0.4251 3.1991 -1.0057
C -0.7410 1.8782 -1.1915
N 0.2371 1.0806 -0.8759
C 1.2679 1.8878 -0.4634
C 2.5492 1.5729 -0.0270
C 3.3741 2.6137 0.3364
H 4.3745 2.3971 0.6827
H 2.8759 0.5480 0.0198
C -2.0928 1.4473 -1.6569
C -2.8537 0.8202 -0.4640
C -3.6208 -0.4270 -0.8940
N -2.7496 -1.4328 -1.4530
S -2.3179 -2.7039 -0.4670
O -3.4544 -3.0047 0.3574
O -1.7945 -3.7288 -1.3207
C -0.9822 -2.1073 0.5726
C 0.3077 -2.3395 0.1993
C 1.3697 -1.8402 0.9823
C 2.7201 -2.0838 0.6560
C 3.7260 -1.5904 1.4403
C 3.4267 -0.8217 2.5766
C 2.1274 -0.5670 2.9168
C 1.0656 -1.0745 2.1396
C -0.2860 -0.8650 2.4920
C -1.2949 -1.3793 1.7268
H -2.3334 -1.2636 1.9963
H -0.5076 -0.2977 3.3847
H 1.8949 0.0230 3.7916
H 4.2339 -0.4334 3.1801
H 4.7587 -1.7831 1.1887
H 2.9415 -2.6690 -0.2244
H 0.5045 -2.9279 -0.6837
C -1.6650 -0.9484 -2.2912
C -1.9776 0.4444 -2.8182
H -2.9106 0.4245 -3.3823
H -1.1780 0.7563 -3.4909
H -1.5407 -1.6615 -3.1101
H -0.7273 -0.8940 -1.7244
H -4.3824 -0.1655 -1.6376
H -4.1257 -0.8933 -0.0470
H -2.1292 0.5381 0.3022
H -3.5442 1.5446 -0.0297
H -2.6291 2.3330 -2.0153
H -1.0230 3.9892 -1.1803
H 1.3762 5.3085 -0.2314
H 3.4825 6.0136 0.6036
H 4.2515 4.8771 1.7180
H 4.8245 5.0009 0.0591
*
```

For the largest force on an atom, the calculation gives 0.0217 Eh/bohr. The energy above the lowest of the compared OMol25 structures with the same formula, charge and spin comes out at 0.000 eV. The LUMO energy is 0.28 eV. Its orbital gap is 0.3155 hartree. The SMILES is Cc1ccc2nc(C3CCN(S(=O)(=O)c4ccc5ccccc5c4)CC3)[nH]c2c1. The electronic energy is -1603.2238 hartree.